{"formula": "C6H10BrN2S2", "method": "ωB97M-V with the def2-TZVPD basis set", "e_lumo_ev": -5.063, "homo_energy_ev": -13.172, "total_charge": 1, "smiles": "C[C@H]1C(=S)[N+](C)(C)C(=S)N1Br", "mol_weight_g_mol": 254.20, "orbital_gap_ha": 0.298, "symbols": ["C", "N", "H", "C", "H", "S", "N", "H", "H", "C", "H", "H", "C", "C", "H", "C", "H", "S", "Br", "H", "H"], "xyz": [[1.422, -0.896, 0.166], [1.902, 0.242, 0.613], [-1.373, -1.505, 2.000], [-0.350, -1.629, 1.616], [-0.959, -0.715, -1.595], [2.181, -2.159, -0.444], [-0.084, -0.847, 0.373], [-1.985, -1.558, -0.269], [0.008, 2.152, -0.833], [-0.453, 0.563, 0.664], [1.088, 1.916, 1.619], [1.393, 1.375, -1.425], [-0.932, -1.417, -0.714], [1.027, 1.312, 0.652], [0.214, -1.130, 2.405], [1.029, 2.076, -0.711], [-0.571, -2.358, -1.103], [-1.920, 1.154, 0.824], [3.832, 0.619, 0.520], [0.043, -2.594, 1.510], [1.527, 3.025, -0.628]], "atomic_forces_ev_per_a": [[0.28, -0.98, -0.73], [3.03, -0.30, 0.83], [0.06, -0.45, -0.95], [-0.05, 1.72, 1.94], [-0.03, -0.53, 1.09], [-0.04, -0.67, -0.22], [-1.02, -0.50, 0.18], [1.72, 0.37, -0.85], [-1.99, 1.23, -1.13], [2.19, 1.32, 0.10], [0.09, -0.57, -1.51], [0.65, -0.08, -0.84], [-1.93, 0.59, -1.01], [-3.35, 1.74, 0.87], [0.38, -0.10, 0.02], [0.69, -0.45, 2.37], [0.43, -0.26, 0.47], [0.74, -0.36, 0.02], [-2.23, -0.45, 0.07], [0.08, -1.50, -0.32], [0.28, 0.22, -0.40]], "mulliken_charge": [0.1679, -0.2542, 0.4211, -1.0200, 0.3326, -0.1718, 0.1752, 0.3443, 0.4139, -0.2097, 0.4364, 0.4072, -0.7590, 0.2510, 0.4257, -1.3062, 0.3792, -0.0103, 0.1388, 0.4327, 0.4051]}